The following is a quantum chemistry calculation of a structure of composition C15H15Cl2F5O15Pd in a non-equilibrium geometry, from the Open Molecules 2025 dataset.

```
! RIJCOSX wB97M-V def2-TZVPD def2/J DEFGRID3
* xyz 0 3
Pd 0.8813 1.2167 0.8622
Cl 0.3233 5.4946 0.9765
Cl 1.5942 -3.0413 0.6892
C 1.6414 -0.8893 9.5616
C 2.6248 0.2545 9.7171
O 2.6819 0.9306 8.5019
C 2.0182 0.2491 7.6274
O 2.0058 0.5228 6.4153
O 1.2448 -0.7174 8.2069
F 3.8692 -0.1139 9.8614
H 0.8125 -0.8286 10.2667
H 2.1224 -1.8663 9.6079
H 2.3613 0.8434 10.5956
C 9.2027 0.0118 -2.0681
C 10.0138 0.6235 -0.9143
O 9.0443 1.3191 -0.2219
C 7.8487 0.9040 -0.5619
O 6.8257 1.2151 0.0493
O 7.9315 0.0323 -1.5145
F 10.7950 1.5479 -1.4331
H 9.5598 -0.9770 -2.3559
H 9.0900 0.5856 -2.9879
H 10.5467 -0.1434 -0.3521
C 2.0534 2.1340 -8.2691
C 1.2719 0.8553 -8.1147
O 1.7011 0.4076 -6.8469
C 1.8075 1.5190 -6.0890
O 1.9446 1.5413 -4.8513
O 1.8448 2.5875 -6.9171
F 1.6971 -0.0063 -9.0923
H 1.5633 2.8876 -8.8855
H 3.0990 2.0622 -8.5685
H 0.1954 0.9846 -8.2264
C -7.1889 -2.3245 4.1399
C -7.8556 -1.1042 3.3947
O -6.8022 -0.1511 3.5417
C -5.6027 -0.8823 3.4992
O -4.4838 -0.4455 3.4184
O -5.8844 -2.2025 3.5699
F -8.9087 -0.6729 4.0566
H -7.8187 -3.1891 3.9304
H -7.0340 -2.1528 5.2051
H -8.0791 -1.4552 2.3872
C -6.2507 -1.0851 -5.0863
C -7.1907 -0.7101 -3.9562
O -6.2995 -0.2181 -2.9972
C -5.0030 -0.2447 -3.4582
O -4.0622 -0.0754 -2.6865
O -5.0102 -0.6882 -4.6867
F -7.8521 -1.8202 -3.4796
H -6.5505 -0.5323 -5.9766
H -6.3565 -2.1622 -5.2162
H -7.9837 -0.0301 -4.2677
*
```

As for the expectation value of S²: 2.020. The value obtained for the LUMO energy (spin up / spin down) is -0.05 / -3.72 eV. For the total energy, the calculation gives -3256.533907 Eh. For the highest occupied orbital energy (spin up / spin down), the calculation gives -8.1950 / -6.8848 eV. As for the HOMO-LUMO gap (spin up / spin down): 8.1 / 3.2 eV. The value obtained for the energy above the lowest of the compared OMol25 structures with the same formula, charge and spin is 827.21 kJ/mol.